# 1
{
  "formula": "C7H10O2",
  "method": "ωB97M-V with the def2-TZVPD basis set",
  "species": ["H", "O", "H", "H", "O", "H", "H", "C", "H", "C", "C", "C", "C", "H", "C", "H", "H", "C", "H"],
  "xyz": [[3.089, 0.535, -1.357], [0.590, -1.957, 1.358], [-1.685, -1.191, -1.797], [-1.772, -1.782, -0.113], [-0.512, 0.988, -1.128], [-1.688, -0.117, 1.753], [-0.088, 2.372, 0.964], [1.826, -0.979, -0.541], [-2.974, -0.648, -0.709], [-1.073, 0.235, -0.316], [-1.186, 0.595, 1.112], [-0.615, 1.688, 1.612], [2.192, 0.431, -0.755], [1.189, 0.914, -1.196], [1.041, -1.405, 0.429], [1.905, -1.637, -1.396], [-0.634, 1.915, 2.667], [-1.921, -0.926, -0.769], [2.318, 0.968, 0.182]],
  "mulliken_charge": [0.3746, -0.4088, 0.3255, 0.3334, -0.6974, 0.3194, 0.2942, -0.5319, 0.4026, 0.8465, -0.1753, -0.6960, -0.8933, 0.2524, 0.7628, 0.2756, 0.2801, -1.3263, 0.2618],
  "lumo_ev": 0.1,
  "smiles": "C=CC(C)=O.CC=C=O",
  "homo_energy_ev": -8.497,
  "total_charge": 0,
  "gap_ev": 8.55
}

# 2
{
  "formula": "C4H8N2O",
  "method": "ωB97M-V with the def2-TZVPD basis set",
  "species": ["C", "H", "H", "H", "H", "N", "N", "H", "H", "H", "C", "H", "C", "C", "O"],
  "xyz": [[0.530, 0.434, -0.594], [1.289, 1.767, 0.714], [0.180, -2.116, 2.089], [-0.808, -1.920, 0.020], [-0.864, 0.992, 0.943], [0.194, 0.231, -3.197], [1.078, 1.753, -0.280], [1.957, 1.895, -0.770], [-1.881, -1.258, 1.274], [1.201, -0.391, -0.310], [-0.901, -1.137, 0.790], [-1.659, 0.404, -0.514], [-0.808, 0.236, 0.154], [0.337, 0.330, -2.053], [0.155, -1.220, 1.733]],
  "mulliken_charge": [0.5919, 0.2513, 0.3055, 0.3285, 0.3045, -0.4477, -0.7553, 0.2632, 0.3548, 0.2320, -0.4505, 0.3816, -0.8523, 0.0059, -0.5135],
  "lumo_ev": 0.6,
  "smiles": "N#C[C@@H](N)CCO",
  "homo_energy_ev": -10.087,
  "total_charge": 0,
  "gap_ev": 10.73
}

# 3
{
  "formula": "C5H8N2",
  "method": "ωB97M-V with the def2-TZVPD basis set",
  "species": ["N", "H", "C", "H", "C", "H", "H", "C", "N", "H", "H", "H", "C", "H", "C"],
  "xyz": [[0.343, 1.122, 0.799], [-0.064, -1.625, 0.995], [-1.889, -0.893, 0.055], [1.973, -0.977, -1.332], [-0.578, 0.471, 1.535], [0.750, 2.046, 0.914], [-2.942, -0.231, -1.532], [-0.483, -0.705, 0.572], [-2.029, -0.282, -1.099], [2.562, -0.627, 0.301], [-1.255, 0.214, -1.556], [2.523, 0.647, -0.930], [0.575, 0.155, -0.146], [-1.470, 0.943, 1.945], [1.975, -0.221, -0.541]],
  "mulliken_charge": [0.0519, 0.4010, -0.8292, 0.2742, -0.5720, 0.1808, 0.2421, 0.6463, -0.1040, 0.3260, 0.2487, 0.3484, -0.1548, 0.2799, -1.3393],
  "lumo_ev": [0.8, 0.7],
  "homo_energy_ev": [-7.024, -7.024],
  "total_charge": 0,
  "gap_ev": [7.77, 7.77]
}

# 4
{
  "formula": "C35H30N2O8S5TeZr",
  "method": "ωB97M-V with the def2-TZVPD basis set",
  "species": ["O", "C", "H", "C", "Zr", "C", "H", "S", "C", "H", "O", "S", "C", "H", "O", "H", "Te", "H", "C", "H", "O", "N", "C", "S", "H", "H", "N", "C", "H", "C", "C", "H", "C", "H", "C", "C", "H", "H", "C", "O", "C", "H", "O", "H", "C", "C", "C", "C", "H", "C", "C", "H", "H", "C", "H", "C", "H", "C", "C", "C", "C", "C", "C", "H", "H", "S", "S", "H", "H", "C", "O", "H", "C", "H", "C", "C", "O", "C", "H", "H", "H", "C"],
  "xyz": [[-2.464, -3.697, -0.773], [-2.997, 4.987, -0.803], [0.406, 6.594, -1.680], [5.127, 0.276, 2.226], [0.547, 0.102, -0.276], [-1.847, 4.203, -0.802], [-0.253, -5.494, 5.504], [3.306, -0.569, 0.385], [-3.447, -3.958, 4.029], [-0.253, 3.293, -6.432], [-1.442, -1.570, -1.314], [2.117, 1.979, -1.456], [3.356, 1.869, 3.611], [2.665, 2.504, 4.151], [-0.820, 2.124, -0.553], [-4.341, -3.514, 3.607], [-0.108, -2.182, 1.940], [1.544, 4.691, -5.405], [1.896, -2.823, 0.004], [0.260, 4.147, -1.095], [-3.054, 2.263, -0.182], [-1.623, 8.304, -1.767], [4.664, 1.760, 4.031], [-0.418, 0.071, -2.856], [2.517, 4.045, -3.248], [0.109, -3.905, -3.213], [1.731, -1.977, -1.016], [0.943, -1.189, -3.156], [6.611, 0.891, 3.655], [-1.699, 6.881, -1.430], [0.621, -3.597, -2.313], [-1.007, 1.263, -5.232], [0.832, -4.500, -1.276], [-3.931, 4.500, -0.554], [0.334, 1.504, -3.590], [-1.042, -4.118, 4.067], [-2.671, -2.819, 1.558], [-3.815, 6.961, -1.128], [-1.159, -5.064, 5.089], [-2.655, 8.960, -1.762], [-2.775, -2.770, -3.174], [5.806, -0.346, 1.654], [-3.874, -1.712, -1.127], [0.899, -3.211, 4.319], [3.801, 0.372, 1.807], [-0.536, 6.126, -1.433], [1.081, -2.314, -2.147], [1.340, 2.284, -2.985], [1.878, -0.627, -3.161], [-0.217, 1.878, -4.818], [5.578, 0.964, 3.339], [-3.657, -3.395, -3.303], [-2.545, -1.562, 2.809], [0.304, -3.695, 3.543], [0.465, -5.512, -1.388], [1.449, -4.136, -0.094], [1.586, -4.833, 0.719], [0.200, 3.013, -5.489], [-3.549, -4.901, 5.037], [-0.619, 4.781, -1.114], [1.200, 3.789, -4.912], [-2.205, -3.554, 3.533], [-2.140, -2.510, 2.457], [3.627, -2.751, 1.391], [-2.459, -6.198, 6.366], [-2.637, -2.401, -1.426], [1.197, 1.371, 2.038], [-2.896, -1.830, -3.710], [4.986, 2.315, 4.906], [-2.394, -5.460, 5.574], [-0.532, 8.780, -2.041], [-1.890, -3.298, -3.521], [2.759, -2.132, 1.157], [0.769, -1.611, -4.146], [1.750, 3.428, -3.699], [2.860, 1.190, 2.473], [-0.846, -0.120, 0.915], [-1.945, 2.698, -0.466], [2.256, -1.860, 2.093], [0.850, -4.579, 3.191], [-4.524, -5.199, 5.406], [-2.937, 6.333, -1.118]],
  "mulliken_charge": [-0.7018, -0.4044, 0.4539, -0.4983, 0.7798, -0.0961, 0.4031, -0.0434, -0.6634, 0.3564, -0.4262, -0.4630, -0.8618, 0.4356, -0.0314, 0.4604, 0.7719, 0.3532, -0.0319, 0.5075, -0.7225, 1.0041, -0.4622, 0.2473, 0.4361, 0.5640, -0.1175, -1.3767, 0.3361, 0.1860, -0.6243, 0.4514, -0.4899, 0.5123, 0.1237, 0.5492, 0.2726, 0.4563, -0.5283, -0.6550, -0.8524, 0.3976, -0.7449, 0.4271, 0.1240, -0.5987, 0.8094, 0.2569, 0.4361, -0.5588, -0.6381, 0.4134, 0.4912, -1.4395, 0.3649, -0.5391, 0.4055, -0.7574, -0.5074, -0.0223, -0.4849, 0.5588, -1.0211, 0.6173, 0.3680, 1.3546, -0.3002, 0.2222, 0.3362, -0.5494, -0.6407, 0.0938, -0.0748, 0.5965, -0.7191, 0.5359, -0.8903, -0.2793, 0.0488, 0.3714, 0.3725, -0.4464],
  "lumo_ev": 3.8,
  "homo_energy_ev": -1.881,
  "total_charge": -2,
  "gap_ev": 5.65
}

In order of appearance, relative energy (zero: lowest compared OMol25 entry of this formula, charge and spin) = 51.0 37.8 119.3 101.7 kcal per mole.
In order of appearance, energy = -11513.646 -9304.754 -8289.824 -118894.047 eV.
In order of appearance, strongest force on any atom = 2.89 1.11 0.53 4.56 eV/A.